[1]
A 3-piece molecular cluster, C5H14O2 overall in a non-equilibrium geometry. Source: OMol25; level of theory: ωB97M-V with the def2-TZVPD basis set.

Results
expectation value of S²: 0.75
LUMO energy (spin up / spin down): 3.74 / 3.65 eV
charge: -1
spin multiplicity: 2
HOMO energy (spin up / spin down): 0.707 / -5.652 eV
frontier orbital gap (spin up / spin down): 3.0345 / 9.2998 eV
E_tot: -349.274194 hartree

Last column: natural (NBO) charge in e.
Element x y z (Å)
H1 -0.23215 -1.18311 -2.05703  0.18
C1 -2.62055 -1.33898 0.11299  -0.60
H2 0.99489 2.25010 -2.41530  0.20
C2 1.07493 1.11844 -2.10105  -0.69
H3 -0.53350 -1.18375 0.86036  0.19
C3 0.16771 0.58594 -0.98196  -0.18
H4 3.38647 -0.02616 1.16960  0.32
O1 2.35592 -0.10229 1.04795  -1.47
H5 -3.09280 -1.50002 -0.88084  0.19
H6 1.28119 0.46194 -3.02411  0.21
C4 -1.11861 -1.52888 -0.06952  -0.51
H7 -0.02626 1.33404 -0.18364  0.22
O2 -0.11936 1.69461 2.31959  -1.01
H8 0.72001 1.68095 2.85874  0.47
H9 -2.79315 -0.29160 0.40194  0.21
C5 -0.45693 -0.64578 -1.14180  -0.23
H10 -0.91124 -2.55135 -0.41191  0.20
H11 2.13606 1.13383 -1.63981  0.24
H12 1.88601 -0.92453 0.83903  0.42
H13 0.05576 0.86174 1.72788  0.47
H14 -3.04306 -1.94514 0.90280  0.20

***

[2]
C18H25AsN5PtS as an isolated structure in a non-equilibrium geometry. Source: OMol25; level of theory: ωB97M-V with the def2-TZVPD basis set.

Results
LUMO energy: -4.02 eV
charge: +1
HOMO energy: -10.254 eV
frontier orbital gap: 6.2354 eV
E_tot: -3727.744375 hartree

Last column: natural (NBO) charge in e.
Element x y z (Å)
C1 -0.31236 1.79124 2.78588  0.26
H1 0.00532 1.40463 -3.02146  0.22
C2 3.54782 -0.88596 1.09732  -0.62
C3 -5.26229 0.00613 0.65958  -0.20
H2 -0.50084 0.38463 5.45966  0.44
H3 2.61904 -0.95308 1.66851  0.21
N1 -0.27575 2.64527 0.56355  -0.46
C4 2.11147 1.04626 -2.63974  -0.72
C5 -0.43999 -0.21851 3.41997  0.22
H4 1.84041 -2.59323 -0.89737  0.24
H5 -0.24757 3.44527 -1.33982  0.22
C6 3.27479 -2.19753 -2.48618  -0.63
H6 2.99587 0.69908 -3.17533  0.23
N2 -0.43044 0.60195 4.47874  -0.32
C7 3.42809 0.17246 0.00220  -0.72
C8 -0.21582 2.92314 1.87250  0.11
H7 -3.28471 -2.66351 -0.02395  0.23
C9 1.96093 -1.93177 -1.75547  -0.72
C10 0.89363 1.07478 -3.56021  -0.62
H8 -0.49781 -1.29328 3.46788  0.24
N3 -0.36015 0.50404 2.32731  -0.56
C11 -0.06073 4.23519 2.31877  0.05
C12 -0.01111 4.96499 0.17534  0.01
H9 -4.83009 2.03462 0.11583  0.21
N4 0.04935 5.24509 1.47307  -0.33
H10 4.13680 -1.92874 -1.87392  0.21
As1 1.82273 -0.10356 -1.08444  1.17
S1 -1.37513 -1.06226 -1.41840  -0.04
H11 -6.20718 0.25449 1.12419  0.23
H12 0.67673 0.08321 -3.95944  0.22
H13 0.07913 5.79529 -0.51326  0.22
H14 3.32755 -1.63490 -3.41811  0.21
H15 4.30141 0.18232 -0.64984  0.24
C13 -4.49030 1.00710 0.09006  -0.15
H16 3.76154 -1.87017 0.68032  0.21
H17 3.33482 1.16620 0.44365  0.23
C14 -3.63396 -1.64013 0.00459  -0.20
H18 2.33133 2.04491 -2.25679  0.23
C15 -2.86297 -0.63797 -0.59322  -0.23
N5 -0.35459 1.87984 4.09439  -0.22
Pt1 -0.27532 0.39984 -0.00036  0.47
H19 -5.43455 -2.09867 1.05726  0.23
H20 -0.02991 4.45377 3.37910  0.23
H21 -2.72199 1.46293 -1.04359  0.22
H22 1.10318 -2.09550 -2.40811  0.25
C16 -0.17903 3.66796 -0.28251  0.02
C17 -3.29884 0.69203 -0.54709  -0.26
H23 1.06569 1.74745 -4.40024  0.23
H24 3.35771 -3.25526 -2.73312  0.24
H25 4.35014 -0.63256 1.78930  0.23
C18 -4.83174 -1.31624 0.61481  -0.20

***

[3]
C26H37BrN6O5P2Ti as an isolated structure. Source: OMol25; level of theory: ωB97M-V with the def2-TZVPD basis set.

Results
expectation value of S²: 0.78
LUMO energy (spin up / spin down): -2.78 / -2.74 eV
charge: +1
spin multiplicity: 2
HOMO energy (spin up / spin down): -8.047 / -10.222 eV
frontier orbital gap (spin up / spin down): 5.2712 / 7.4826 eV
E_tot: -5823.994689 hartree

Last column: Löwdin charge in e.
Element x y z (Å)
H1 1.03595 6.84228 -0.26017  0.13
H2 4.37933 0.34595 2.01058  0.08
H3 1.30856 -4.50223 -2.21205  0.07
H4 -3.68212 6.41983 0.57846  0.11
H5 2.24447 2.72744 -0.29387  0.10
H6 -1.58674 -4.37546 -2.00868  0.09
C1 4.31626 -0.96659 -1.10605  -0.07
N1 -0.36803 -3.17681 -0.75900  -0.28
Ti1 -0.54268 1.02501 -0.23889  1.10
H7 1.30789 -0.52713 -3.54151  0.08
C2 1.76906 -3.82548 -2.92894  -0.07
H8 2.81702 -1.44172 -3.76485  0.08
H9 2.83625 5.14264 -0.48361  0.11
N2 0.26218 3.07177 0.03760  0.03
H10 -3.87258 1.14328 -1.84897  0.09
H11 5.33390 -1.35283 -1.05069  0.10
P1 0.57773 -1.99653 -1.34923  0.52
C3 -3.22670 1.48929 1.02447  -0.07
C4 1.48786 3.49272 -0.19031  -0.09
C5 1.81197 4.85308 -0.29875  -0.02
H12 3.25582 -1.80879 3.68539  0.09
C6 -3.50951 -2.49544 2.43471  -0.13
H13 0.89182 -3.89364 0.76413  0.07
H14 0.33479 -0.59673 3.29757  0.09
C7 -4.54178 -0.37710 1.91698  -0.08
H15 -3.59119 -3.49840 2.82898  0.10
H16 -5.41991 0.25582 1.91314  0.11
C8 -2.19366 -0.72230 1.46387  -0.29
C9 4.76447 0.17943 1.00732  -0.07
H17 3.32882 -2.58666 2.09894  0.08
H18 -1.43572 7.32300 0.12988  0.12
H19 0.22409 -5.15388 -0.29142  0.09
H20 4.90175 1.14692 0.51605  0.09
H21 -3.09853 -0.09621 -2.81368  0.09
H22 -1.83942 -2.62572 -2.15759  0.08
C10 -2.29475 -2.00813 1.96917  -0.03
C11 1.72543 -1.50812 -3.74987  -0.07
H23 -0.80981 -4.36011 0.90029  0.08
H24 1.01815 0.87877 2.60339  0.08
H25 1.87278 -2.75076 3.10340  0.09
O1 1.51356 0.60472 0.16035  -0.32
O2 -1.01958 -0.27798 0.98561  -0.21
H26 1.38901 -1.83113 -4.73616  0.09
H27 5.73448 -0.31187 1.08450  0.09
O3 1.72370 -1.90424 -0.20536  -0.24
O4 -0.83686 1.88227 -2.16907  -0.01
C12 -0.50640 5.36958 0.07288  -0.14
H28 -3.11869 1.58646 -3.42233  0.09
C13 -1.62802 -3.43233 -1.45741  -0.06
C14 0.81869 5.78478 -0.17371  0.02
O5 -0.07145 -0.67826 -1.56795  -0.31
N3 1.27061 -2.46838 -2.74684  -0.29
H29 1.52122 -4.17221 -3.93303  0.10
H30 3.68894 -1.72451 -1.56803  0.06
C15 -3.31572 0.14082 1.44615  -0.15
N4 3.85234 -0.67983 0.24909  -0.29
C16 -3.04398 0.95847 -2.53513  0.00
C17 -3.06774 4.36216 0.58930  0.01
C18 2.67447 -2.07262 2.80025  -0.08
N5 2.12424 -0.86317 2.19353  -0.28
C19 -4.62594 -1.66660 2.38816  -0.70
C20 1.26303 -0.07078 3.07138  -0.06
H31 4.31969 -0.07002 -1.73357  0.10
C21 -2.03021 3.46636 0.45062  -0.20
Br1 -6.29133 -2.32573 3.00032  0.75
H32 -2.44031 -3.47498 -0.73005  0.09
H33 1.80463 0.12242 3.99858  0.10
C22 -1.77684 1.17525 -1.80839  -0.38
H34 2.85505 -3.87414 -2.80649  0.09
C23 0.01394 -4.20053 0.20318  -0.08
P2 2.25904 -0.61419 0.60180  0.52
H35 -4.07173 4.02662 0.80172  0.10
C24 -1.59854 6.25721 0.21800  -0.03
N6 -2.07703 2.07940 0.58446  -0.06
H36 -1.40249 -2.62118 1.99621  0.10
C25 -0.73612 3.98704 0.17576  -0.15
C26 -2.84116 5.74858 0.46541  -0.06
H37 -4.11976 2.09209 1.12007  0.11

***

[4]
One molecule with the formula C23H31N3O4S in a non-equilibrium geometry. Source: OMol25; level of theory: ωB97M-V with the def2-TZVPD basis set.

Results
LUMO energy: -0.09 eV
structure (SMILES): Cn1cc(C(=O)NC2CCCCCCC2)c(=O)c2cc(S(=O)(=O)N3CCCC3)ccc21
HOMO energy: -8.742 eV
frontier orbital gap: 8.6556 eV
E_tot: -1758.481934 hartree

Last column: natural (NBO) charge in e.
Element x y z (Å)
O1 -3.49316 2.25433 -0.77144  -0.67
H1 5.69982 -4.76743 0.60374  0.21
C1 -0.30385 0.43153 -0.32427  0.59
C2 -1.30232 0.03092 -4.50123  -0.40
H2 -2.03569 4.49929 1.40054  0.21
H3 -3.23320 4.88176 4.15594  0.19
H4 5.07554 -5.36120 2.15802  0.22
H5 -1.40600 1.58379 1.48713  0.43
O2 4.77607 -1.35320 -0.24440  -0.93
C3 1.73084 -0.88449 -0.79449  -0.10
H6 2.01224 -4.90100 -0.53368  0.20
O3 -0.00532 0.52416 0.86474  -0.64
H7 -6.67422 5.03815 3.02219  0.20
C4 -3.19037 5.12248 3.09447  -0.41
C5 2.23480 -1.72062 -2.98378  -0.15
C6 1.08273 -1.15523 -3.48131  -0.28
N1 -2.25719 1.99009 1.10793  -0.61
H8 -3.99183 3.01059 1.37147  0.23
C7 -1.72409 0.82608 -2.26161  0.14
H9 1.98157 -0.77027 0.24838  0.26
H10 -5.62162 5.01680 4.43126  0.19
H11 -2.63453 6.06016 3.01360  0.21
H12 -4.82491 6.41258 2.57035  0.21
C8 3.09362 -4.74289 -0.48757  -0.24
C9 -5.76948 3.14416 3.39423  -0.41
C10 -2.51092 1.81009 -0.19340  0.66
O4 4.71379 -2.99283 -2.08486  -0.95
C11 4.05212 -3.59994 1.34881  -0.23
H13 -3.90648 0.95511 2.73161  0.21
C12 0.22262 -0.43638 -2.63644  0.27
N2 3.36558 -3.42713 0.07833  -0.68
C13 3.78786 -5.76603 0.42716  -0.41
C14 -5.71319 4.67413 3.39659  -0.38
H14 -2.63315 1.63959 3.74001  0.20
C15 0.55331 -0.30377 -1.27191  -0.21
H15 2.90991 -2.27254 -3.61835  0.25
H16 -1.43612 -1.01553 -4.78172  0.21
C16 -4.59006 2.45908 4.09747  -0.41
S1 4.04639 -2.33158 -0.99400  2.32
H17 3.06446 -6.20344 1.11619  0.20
H18 4.69479 -2.73920 1.52159  0.24
C17 -1.48685 1.00230 -0.93385  -0.33
C18 -4.61395 5.33999 2.56456  -0.41
C19 4.80077 -4.92248 1.20134  -0.42
H19 -5.86023 2.77708 2.37164  0.20
C20 -3.52454 1.88717 3.15769  -0.39
N3 -0.93320 0.14196 -3.10881  -0.37
H20 -1.49107 3.81171 2.92981  0.20
H21 -0.53704 0.47729 -5.13894  0.21
C21 -2.37846 4.06326 2.34316  -0.39
H22 -6.69070 2.86485 3.91230  0.21
H23 3.49873 -4.77090 -1.50136  0.23
H24 -2.62210 1.27122 -2.67078  0.24
H25 4.25491 -6.56614 -0.14266  0.22
H26 0.85311 -1.27068 -4.52744  0.22
H27 -4.13607 3.15534 4.80125  0.19
C22 -3.11524 2.77096 1.97817  -0.07
H28 3.30046 -3.66087 2.14286  0.19
C23 2.55525 -1.58033 -1.64078  -0.35
H29 -4.96768 1.62283 4.69153  0.21
H30 -2.24015 0.55689 -4.66386  0.23
H31 -4.68121 5.01227 1.52695  0.20

***

[5]
C4H8O2 as an isolated structure in a non-equilibrium geometry. Source: OMol25; level of theory: ωB97M-V with the def2-TZVPD basis set.

Results
LUMO energy: 0.65 eV
HOMO energy: -9.718 eV
frontier orbital gap: 10.3713 eV
E_tot: -307.555684 hartree

Last column: natural (NBO) charge in e.
Element x y z (Å)
H1 -1.53243 0.26973 -1.93899  0.47
C1 0.12937 0.90320 0.74640  -0.56
H2 -0.44078 -1.35362 -1.80835  0.19
O1 -1.08518 1.03614 -1.28373  -0.68
H3 -0.99342 1.12686 1.22450  0.23
C2 -0.43337 -1.31967 -0.83076  -0.62
H4 0.24929 -1.86428 -0.24486  0.23
H5 0.39383 2.03902 0.66399  0.26
H6 1.00984 0.15260 2.90279  0.11
C3 -0.19175 0.29140 -0.64955  0.12
H7 0.75127 0.33281 -1.11253  0.14
C4 1.25934 0.23787 1.57455  0.44
H8 -1.49799 -1.65387 -0.38307  0.19
O2 2.38197 -0.19820 1.13962  -0.54

***

Q: What is the formula in the second record?
A: C18H25AsN5PtS